(1)
Here is 3 unconnected molecules or ions with the total composition C4H5N3O from the OMol25 dataset. Energies are from ωB97M-V/def2-TZVPD.

```
13
Properties=species:S:1:pos:R:3:lowdin_charge:R:1
N -0.7254 -1.4526 -1.4818 -0.0182
O 0.3549 2.0504 1.3653 0.0716
H -0.6094 -2.2022 1.4892 0.1725
C 0.3107 0.7538 1.2278 -0.5106
H -1.3170 -3.1193 -1.2292 0.2385
H 0.4043 -0.9871 -2.3364 0.2345
N 0.0535 -1.4303 1.0279 0.0019
C 0.2331 0.5119 -0.1984 -0.1141
H -0.5735 2.4538 -0.6706 0.1740
H 1.2735 2.6147 -0.6288 0.1362
N 0.1589 -0.2755 1.9572 0.0955
C -0.0272 -0.8680 -0.3437 -0.4122
C 0.4637 1.9505 -0.1786 -0.0696
```

## Properties
* 2S+1: 1
* relative energy (zero: lowest compared OMol25 entry of this formula, charge and spin): 1159.4 kJ/mol

=====

(2)
Here is a single C4H5N3O molecule from the OMol25 dataset. Energies are from ωB97M-V/def2-TZVPD.

```
13
Properties=species:S:1:pos:R:3:lowdin_charge:R:1
N 0.6137 -0.9256 -0.2164 0.0016
C 1.3515 0.3239 -0.7274 -0.1142
H -3.2997 -1.1876 -0.4590 0.1505
H 2.2515 -1.1504 1.0317 0.1126
H 2.2325 0.0683 -1.4945 0.1443
H 1.3434 0.4543 1.4983 0.0992
C -0.8864 1.0420 0.2150 -0.1479
O -2.7981 -0.4263 0.0237 -0.0872
C 1.7221 -0.2245 0.6965 -0.0596
H 0.8606 1.3420 -0.6947 0.0921
N -1.5917 -1.1558 0.0109 0.0688
N -1.1957 2.2100 0.0589 0.1910
C -0.6037 -0.3703 0.0570 -0.4513
```

## Properties
* 2S+1: 1
* relative energy (zero: lowest compared OMol25 entry of this formula, charge and spin): 638.8 kJ/mol

=====

(3)
Here is a single C4H5N3O molecule from the OMol25 dataset. Energies are from ωB97M-V/def2-TZVPD.

```
13
Properties=species:S:1:pos:R:3:lowdin_charge:R:1
H 2.9371 -1.5248 -0.2033 0.0503
C -2.1867 -0.1977 -0.0077 -0.0441
C 0.5619 -0.6440 0.3142 -0.0111
C 1.8042 0.1642 0.2158 -0.3394
H 0.7029 -1.7568 0.0826 0.1262
N 2.8989 -0.4843 -0.2614 0.0966
N 0.7011 2.1743 -0.0171 0.0998
H -2.5050 -1.3799 -0.3301 0.1365
H -2.7101 0.6473 -0.8309 0.1584
C -0.6412 0.0398 0.0180 -0.2974
N 1.6772 1.6019 0.1819 0.0768
O -0.5583 1.3945 -0.0959 -0.0937
H -2.6820 -0.0344 0.9338 0.0411
```

## Properties
* 2S+1: 1
* relative energy (zero: lowest compared OMol25 entry of this formula, charge and spin): 612.7 kJ/mol

=====

(4)
Here is a single C4H5N3O molecule from the OMol25 dataset. Energies are from ωB97M-V/def2-TZVPD.

```
13
Properties=species:S:1:pos:R:3:lowdin_charge:R:1
H 2.1644 -1.4312 1.4598 0.1130
H -0.5769 -0.6018 -2.0732 0.1257
N -1.0005 -0.3356 -1.1999 0.2041
H -0.8689 2.2707 -0.1868 0.0902
C 1.0953 0.3013 0.1535 -0.1847
C 1.7914 -0.8824 0.6255 -0.0878
O -1.5212 -1.9670 0.5005 0.1188
N 1.8019 -0.8490 -0.6264 0.1724
H -1.9780 1.3994 0.6751 0.0890
C -0.3941 0.3109 0.0303 -0.4048
C -1.0872 -1.0023 -0.0436 -0.4546
H 1.5667 1.2762 0.2116 0.1192
N -0.9928 1.5107 0.4735 0.0997
```

## Properties
* 2S+1: 1
* relative energy (zero: lowest compared OMol25 entry of this formula, charge and spin): 408.5 kJ/mol

=====

(5)
Here is a single C4H5N3O molecule from the OMol25 dataset. Energies are from ωB97M-V/def2-TZVPD.

```
13
Properties=species:S:1:pos:R:3:lowdin_charge:R:1
C -0.3273 0.4859 0.2481 -0.0595
H 1.0158 0.5897 -1.4247 0.1202
N 0.7861 0.4070 2.3287 0.0552
H -0.5929 -1.8323 -0.6486 0.1371
H -1.6902 1.9184 1.4203 0.2071
N -0.0963 1.2616 2.4422 -0.0089
H -1.2516 -0.7397 -1.9520 0.1243
C 0.7567 -0.0220 1.0324 -0.2388
C 0.6567 -0.0762 -0.7719 -0.4593
H 0.1260 -1.6983 -2.3639 0.0498
N -0.7723 1.3071 1.2054 -0.0024
C -0.1849 -1.0983 -1.5273 -0.0396
O 1.5741 -0.5029 0.0114 0.1147
```

## Properties
* 2S+1: 1
* relative energy (zero: lowest compared OMol25 entry of this formula, charge and spin): 710.7 kJ/mol

=====

(6)
Here is a single C4H5N3O molecule from the OMol25 dataset. Energies are from ωB97M-V/def2-TZVPD.

```
13
Properties=species:S:1:pos:R:3:lowdin_charge:R:1
C 0.0005 1.5416 -0.0484 -0.0522
H -2.2509 -1.9489 0.1225 0.1221
H 0.3916 2.5267 0.3673 0.1526
N 0.6392 0.3394 -0.1082 -0.1573
H 1.9318 -1.7452 0.2036 0.0755
H -2.1701 1.7531 0.3568 0.1204
C -1.3030 1.1412 0.0430 -0.0262
C 2.0862 0.1681 -0.0301 -0.1934
C -1.3314 -0.2475 0.0114 -0.4661
O -2.4134 -1.0050 0.0060 0.1005
N 2.6664 -0.9559 0.1253 0.0879
N -0.1565 -0.7005 -0.1235 0.1357
H 2.6487 1.0520 -0.2099 0.1005
```

## Properties
* 2S+1: 1
* relative energy (zero: lowest compared OMol25 entry of this formula, charge and spin): 226.4 kJ/mol

=====

(7)
Here is a molecular structure, C4H5N3O3 from the OMol25 dataset. Energies are from ωB97M-V/def2-TZVPD.

```
15
Properties=species:S:1:pos:R:3:lowdin_charge:R:1
N -1.4397 0.2183 0.8381 0.0457
O 3.9995 -1.1309 -0.5215 0.1984
H -2.0876 0.2615 1.6133 0.1634
H 0.0620 0.4700 1.9716 0.1050
N -0.0694 -0.0193 1.1733 0.1139
O 1.9305 0.3919 0.1007 -0.0434
H 0.1237 0.1832 -2.1923 0.0366
N -2.9817 0.1188 -0.9236 0.1250
C 0.0066 0.0102 -1.1630 0.1482
C -1.7541 0.0727 -0.4259 -0.2272
C 0.7031 0.1044 0.0423 -0.5697
H -3.5559 -0.4282 -0.2406 0.1293
O 4.3073 0.2296 1.2660 0.1832
C 4.0652 -0.3519 0.3058 -0.5215
H -3.3095 -0.1301 -1.8442 0.1132
```

## Properties
* 2S+1: 1
* relative energy (zero: lowest compared OMol25 entry of this formula, charge and spin): 424.9 kJ/mol

=====

(8)
Here is a single C4H5N3O3 molecule from the OMol25 dataset. Energies are from ωB97M-V/def2-TZVPD.

```
15
Properties=species:S:1:pos:R:3:lowdin_charge:R:1
C 0.9226 0.8826 -0.8190 -0.4673
H -2.0559 -2.0804 -0.5986 0.0936
N 1.3953 0.6248 0.4279 0.1547
O 1.4327 1.5841 -1.6494 0.1043
O 2.5321 0.6533 2.2881 0.0975
N -0.0518 -0.5742 1.2134 0.3432
H -2.2083 -1.8569 1.1577 0.0859
C -0.7738 -0.5935 0.2057 -0.4167
H -1.1645 0.8475 -1.3470 0.1425
C -2.0671 -1.3499 0.2074 -0.0128
C -0.3944 0.1303 -1.0495 -0.0261
H -0.2653 -0.5704 -1.8776 0.1424
N 2.4359 1.0814 1.1787 -0.4526
H -2.8862 -0.6521 0.0402 0.0950
O 3.1487 1.8733 0.6220 0.1164
```

## Properties
* 2S+1: 1
* relative energy (zero: lowest compared OMol25 entry of this formula, charge and spin): 699.9 kJ/mol